56
Properties=species:S:1:pos:R:3:forces:R:3:mulliken_charge:R:1 method="wB97M-V/def2-TZVPD" de_lowest_kj_mol=11.5 orbital_gap_ev=8.09 charge=0 energy_ev=-52803.9452 homo_energy_ev=-7.6 smiles="[H]/N=c1/c2cc(OC)c(OC)cc2nc(SCc2cccc(C(F)(F)F)c2)n1CCCOC"
H -1.5962 2.1071 -2.8603 0.048 -0.229 0.026 0.2398
N -1.6248 2.2291 -1.8562 -0.111 0.674 -0.469 -0.7776
C -1.4868 1.1940 -1.1414 0.043 -0.311 -0.080 0.3760
C -1.4968 1.3141 0.3073 0.113 -0.586 0.687 -0.2221
C -1.6800 2.5582 0.9179 -0.014 0.130 0.262 -0.1020
C -1.6661 2.6755 2.2898 -0.005 0.043 -0.081 0.6012
O -1.8374 3.8342 2.9790 0.064 -0.354 0.128 -0.4580
C -2.0427 5.0153 2.2425 -0.030 0.167 -0.117 -0.9177
C -1.4539 1.5193 3.0924 -0.002 0.035 0.060 1.4550
O -1.4394 1.7389 4.4311 -0.064 0.239 -0.396 -0.4726
C -1.1981 0.6462 5.2818 0.038 -0.202 0.135 -0.8400
C -1.2798 0.2922 2.4911 -0.044 0.194 0.207 -0.2000
C -1.3024 0.1797 1.0975 -0.156 0.872 -0.384 -1.3192
N -1.1142 -1.0553 0.5324 -0.217 -0.285 -0.300 -0.2668
C -1.1091 -1.1440 -0.7447 -0.009 -0.548 0.811 0.4468
S -0.7847 -2.7479 -1.4069 -0.013 -0.422 -0.291 -0.2318
C -0.4843 -3.6608 0.1405 -0.279 0.326 -0.319 -0.8583
C 0.5849 -3.0430 0.9844 0.487 -0.108 0.165 0.6500
C 0.4429 -2.9942 2.3665 0.171 -0.093 -0.091 -0.7932
C 1.4203 -2.4182 3.1567 -0.026 -0.058 0.049 -0.4411
C 2.5552 -1.8721 2.5821 0.099 0.069 -0.181 -0.9121
C 2.7023 -1.9297 1.2046 0.034 0.049 0.055 0.2998
C 3.9192 -1.3623 0.5331 0.265 0.044 -0.154 0.9207
F 4.6605 -0.5881 1.3368 -0.053 0.059 0.273 -0.2919
F 3.6058 -0.6097 -0.5376 -0.210 0.041 -0.097 -0.2418
F 4.7428 -2.3270 0.0758 -0.037 -0.203 0.004 -0.2680
C 1.7342 -2.5232 0.4080 0.054 -0.094 0.229 -0.3763
N -1.3105 -0.1255 -1.6241 -0.140 0.459 0.100 0.1289
C -1.2592 -0.3633 -3.0524 0.294 0.089 -0.365 -2.4367
C 0.1468 -0.1413 -3.6122 -0.051 0.029 -0.342 0.5520
C 0.1607 -0.3102 -5.1361 -0.106 -0.014 0.268 -0.7068
O 1.4486 -0.3651 -5.6926 0.055 -0.158 -0.049 -0.3834
C 2.1587 0.8496 -5.6588 0.017 0.015 0.025 -0.6550
H -1.8271 3.4028 0.2671 -0.022 0.167 0.001 0.6075
H -2.9510 4.9563 1.6343 0.036 -0.006 0.005 0.3571
H -2.1526 5.8063 2.9825 0.002 -0.021 -0.090 0.2302
H -1.1890 5.2379 1.5947 -0.031 -0.016 0.006 0.3577
H -0.2214 0.1924 5.0831 -0.035 0.008 -0.007 0.3144
H -1.9779 -0.1169 5.1880 0.033 0.022 -0.010 0.3294
H -1.2104 1.0522 6.2919 0.011 -0.077 -0.055 0.2412
H -1.1154 -0.6069 3.0600 0.019 -0.073 0.117 0.3957
H -0.1977 -4.6598 -0.1955 -0.081 0.021 -0.032 0.4713
H -1.4275 -3.7116 0.6823 0.082 -0.076 0.037 0.3597
H -0.4470 -3.4026 2.8218 -0.140 -0.013 0.046 0.3172
H 1.2969 -2.3855 4.2288 -0.025 0.003 0.106 0.4845
H 3.3135 -1.4045 3.1903 0.053 0.041 0.042 0.4820
H 1.8700 -2.5580 -0.6633 -0.017 0.034 -0.086 0.4111
H -1.5818 -1.3900 -3.2449 -0.077 0.175 -0.040 0.5974
H -1.9758 0.3044 -3.5424 -0.003 -0.171 0.091 0.5723
H 0.8334 -0.8669 -3.1724 0.020 0.001 0.038 0.1536
H 0.4894 0.8592 -3.3390 0.005 -0.022 0.058 0.3592
H -0.2992 -1.2671 -5.3988 -0.080 0.094 -0.006 0.3144
H -0.4211 0.5009 -5.6040 0.003 -0.088 -0.002 0.3352
H 1.5668 1.6655 -6.0916 0.018 0.007 0.005 0.3040
H 3.0529 0.6950 -6.2594 0.011 0.096 0.031 0.2474
H 2.4556 1.1243 -4.6413 0.001 0.024 -0.026 0.2594